Formula: C26H36N4O2
Source: OMol25
Level of theory: the ωB97M-V functional and the def2-TZVPD basis

highest occupied orbital energy	-8.31	eV
net charge	0
SMILES	CCN(CC)[C@H]1CCN(C(=O)c2ccc(OC3CCN(Cc4ccccn4)CC3)cc2)C1
E	-1381.84066	Eh
frontier orbital gap	0.3332	Eh
energy relative to the best compared isomer or geometry (same formula, charge and spin)	332.7	kJ/mol

Last column: natural (NBO) charge in e.
Element x y z (Å)
C -3.8971 -3.3780 -1.8887  -0.613
C -4.6608 -2.3233 -1.0954  -0.202
N -3.8569 -1.1416 -0.8413  -0.466
C -2.7412 -1.3684 0.0697  -0.238
C -1.3995 -1.3893 -0.6648  -0.592
C -4.6511 0.0414 -0.5796  -0.022
C -5.3592 0.0882 0.8030  -0.451
C -4.9616 1.4385 1.4068  -0.227
N -3.7059 1.7682 0.7637  -0.435
C -2.5773 1.9473 1.4959  0.668
O -2.5997 1.9934 2.7145  -0.629
C -1.3121 2.0999 0.7243  -0.199
C -1.1851 2.9642 -0.3605  -0.184
C 0.0146 3.0691 -1.0273  -0.215
C 1.1267 2.3099 -0.6422  0.313
O 2.2279 2.5099 -1.4078  -0.496
C 3.4137 1.7280 -1.3387  0.109
C 4.2519 1.9170 -0.0726  -0.462
C 5.5840 1.1756 -0.2611  -0.209
N 5.4485 -0.2228 -0.6013  -0.439
C 5.3412 -1.1718 0.4890  -0.243
C 4.0177 -1.2722 1.2165  0.201
C 3.0712 -2.2355 0.8733  -0.261
C 1.8900 -2.3028 1.5927  -0.165
C 1.6874 -1.4076 2.6316  -0.268
C 2.6829 -0.4774 2.8900  0.040
N 3.8128 -0.4125 2.2074  -0.447
C 4.5815 -0.4313 -1.7371  -0.214
C 3.2028 0.2383 -1.6172  -0.452
C 1.0044 1.4707 0.4603  -0.326
C -0.1980 1.3830 1.1361  -0.095
C -3.7895 1.3256 -0.6076  -0.239
H -3.0929 -3.8097 -1.2996  0.200
H -3.4764 -2.9316 -2.7854  0.212
H -4.5747 -4.1777 -2.1783  0.211
H -5.5289 -2.0120 -1.6822  0.193
H -5.0367 -2.7758 -0.1600  0.159
H -2.7027 -0.5827 0.8276  0.197
H -2.8726 -2.3215 0.5989  0.183
H -1.3711 -2.1871 -1.4004  0.203
H -0.5922 -1.5372 0.0491  0.199
H -1.2272 -0.4472 -1.1784  0.207
H -5.3920 0.0919 -1.3832  0.201
H -6.4386 -0.0113 0.7106  0.218
H -4.9942 -0.7263 1.4287  0.212
H -4.8141 1.4107 2.4865  0.247
H -5.7014 2.2085 1.1632  0.187
H -2.0256 3.5674 -0.6707  0.217
H 0.1261 3.7390 -1.8657  0.218
H 3.9925 2.1427 -2.1784  0.185
H 4.4390 2.9799 0.0869  0.218
H 3.7512 1.5251 0.8100  0.223
H 6.1389 1.6504 -1.0804  0.185
H 6.1802 1.2560 0.6484  0.211
H 6.1059 -0.9022 1.2216  0.219
H 5.5862 -2.1575 0.0778  0.196
H 3.2636 -2.9230 0.0630  0.219
H 1.1443 -3.0475 1.3521  0.220
H 0.7869 -1.4312 3.2248  0.227
H 2.5757 0.2538 3.6809  0.201
H 5.0927 -0.0139 -2.6139  0.191
H 4.4631 -1.5049 -1.8963  0.200
H 2.6479 0.1133 -2.5491  0.218
H 2.6291 -0.2296 -0.8183  0.212
H 1.8337 0.8873 0.8179  0.219
H -0.2787 0.7392 1.9990  0.216
H -4.2931 2.0949 -1.2036  0.196
H -2.8084 1.1361 -1.0348  0.237

Atoms 1-3, force components in eV/Å:
-0.23 0.13 0.16
0.09 -0.09 -0.11
-0.10 -0.09 -0.20

---

Formula: C7H15CrN2Se
Source: OMol25
Level of theory: the ωB97M-V functional and the def2-TZVPD basis

highest occupied orbital energy (spin up / spin down)	-1.37 / -3.44	eV
net charge	-1
spin multiplicity	5
E	-3831.09238	Eh
frontier orbital gap (spin up / spin down)	0.1671 / 0.2317	Eh

Last column: Löwdin spin population.
Element x y z (Å)
C -1.6203 2.7928 -1.2501  0.015
Cr -0.9143 0.9188 -1.1205  3.709
N -0.4237 -1.2566 -1.0832  0.019
N -2.7508 0.1001 -1.8856  0.052
H -0.8485 -1.6712 -0.2517  0.004
H -0.0614 0.6869 -2.3193  0.006
H -0.6518 3.2784 -1.1224  0.017
H -2.3408 3.0386 -0.4323  0.004
H -1.9497 2.9270 -2.2849  0.009
H -3.1526 -0.6421 -1.2961  0.017
H -2.4772 -0.3155 -2.8017  0.016
H -3.5321 0.7648 -2.0750  0.013
H -0.7250 -1.6513 -1.9781  0.006
H 0.6051 -1.2220 -1.0217  0.009
Se -0.9934 1.0053 1.4462  0.048
C 0.6311 0.0709 1.6520  0.016
C 1.8506 0.6213 1.2264  0.017
C 3.0116 -0.1459 1.3084  0.005
C 2.9539 -1.4512 1.8377  0.002
C 1.7389 -1.9646 2.2804  0.003
C 0.5832 -1.2184 2.1949  0.005
H 1.8822 1.6534 0.8428  0.007
H 3.9615 0.2736 0.9768  0.000
H 3.8779 -2.0399 1.8957  0.000
H 1.7078 -2.9546 2.7116  0.000
H -0.3621 -1.5985 2.5498  0.002

Atoms 1-3, force components in eV/Å:
-0.15 0.49 0.08
-0.66 -0.72 2.74
0.47 0.00 0.27

---

Formula: C25H26N12O3V
Source: OMol25
Level of theory: the ωB97M-V functional and the def2-TZVPD basis

highest occupied orbital energy (spin up / spin down)	-16.34 / -16.34	eV
net charge	+3
spin multiplicity	3
E	-2794.09047	Eh
frontier orbital gap (spin up / spin down)	0.1968 / 0.2344	Eh
energy relative to the best compared isomer or geometry (same formula, charge and spin)	84.9	kJ/mol

Last column: Löwdin spin population.
Element x y z (Å)
V 12.1803 11.3855 12.4346  1.952
C 13.5878 13.2829 17.7652  0.000
N 13.4173 13.1525 16.2942  0.005
C 13.0709 12.0801 15.4901  0.009
N 12.7198 12.4687 14.2648  0.010
C 12.9418 13.8019 14.3268  0.004
N 13.3315 14.2806 15.4928  0.001
C 12.1861 13.3947 18.4084  0.000
C 11.9111 14.2115 19.5088  0.000
C 10.6064 14.3456 19.9850  0.000
C 9.5341 13.6219 19.3890  0.000
C 9.8330 12.8283 18.3437  0.000
C 11.1475 12.6468 17.9371  0.000
C 8.8942 12.0206 17.5944  0.000
N 8.3096 12.3972 16.5080  0.000
N 7.8781 11.2340 15.8931  0.000
C 8.1929 10.2222 16.6114  0.000
O 8.8301 10.6708 17.7926  0.000
C 8.2346 8.8268 16.2031  0.000
C 7.1409 8.1162 15.6981  0.000
C 7.3260 6.8046 15.2959  0.000
C 8.6191 6.2501 15.2142  0.000
C 9.7216 6.9854 15.6718  0.000
C 11.0954 6.6840 15.1444  0.000
N 11.6075 7.5999 14.0835  0.001
C 11.5158 8.9026 14.0248  0.006
N 12.0770 9.3647 12.8337  -0.008
C 12.5476 8.1738 12.2549  0.002
N 12.3387 7.1275 12.9856  0.000
C 9.5217 8.2898 16.2157  0.000
H 14.0716 14.2457 17.8497  0.000
H 14.1830 12.4588 18.1414  0.000
H 12.9139 11.0676 15.8838  0.000
H 12.8162 14.4435 13.4481  0.000
H 12.7323 14.7378 20.0672  0.000
H 10.3901 14.9527 20.8641  0.000
H 8.5477 13.9236 19.6869  0.000
H 11.2429 11.9321 17.2115  0.000
H 6.2185 8.6767 15.6934  0.000
H 6.4904 6.2744 14.9483  0.000
H 8.8876 5.3623 14.6863  0.000
H 11.0879 5.6459 14.7701  0.000
H 11.8179 6.6286 15.9763  0.000
H 10.8790 9.4310 14.7209  0.001
H 13.1217 7.9758 11.4017  0.000
H 10.4434 8.7719 16.5715  0.000
C 12.2608 10.2085 7.7236  0.001
O 13.1698 11.2328 8.3815  0.003
C 12.9962 11.4512 9.6052  0.007
O 12.1898 10.9603 10.4331  0.034
N 13.9622 12.2168 10.1972  0.003
N 14.1198 12.1416 11.6374  -0.009
H 11.7422 9.6238 8.4666  0.000
H 12.9048 9.5131 7.2270  0.000
H 11.6300 10.8332 7.0273  0.000
H 14.7641 12.5285 9.7009  0.000
H 14.2595 13.0497 12.1117  0.001
H 14.9340 11.5515 11.8588  0.001
N 9.5787 12.6310 13.3593  0.004
C 8.2775 12.6271 13.1110  -0.010
C 8.0880 11.9571 11.9008  -0.004
C 9.3038 11.4889 11.5363  0.002
N 10.2659 11.9210 12.4285  -0.013
H 10.1024 13.1183 14.0782  0.000
H 7.6208 13.1319 13.7398  0.000
H 7.1938 11.7973 11.4629  0.000
H 9.5249 10.7138 10.8390  0.000

Atoms 1-3, force components in eV/Å:
0.02 -0.60 -0.27
-1.33 0.46 -0.26
-0.92 -1.17 -3.31

---

no.,maximum force (eV Å⁻¹)
1,0.53
2,3.63
3,3.62